135
Properties=species:S:1:pos:R:3 method="wB97M-V/def2-TZVPD" homo_lumo_gap_ev=1.3669 lumo_energy_ev=-6.34 multiplicity=1
C -3.762 -3.990 -5.669
C -4.427 -2.976 -4.730
C -4.611 -1.616 -5.425
O -4.457 -0.474 -4.579
C -3.226 -0.329 -4.015
C -3.125 -0.639 -2.666
Cl -4.546 -1.201 -1.835
C -1.949 -0.500 -1.983
C -0.854 -0.001 -2.679
C -0.904 0.318 -4.026
P 0.662 0.984 -4.739
C 1.021 0.395 -6.451
C 0.711 2.825 -4.640
C -2.123 0.145 -4.702
C -2.252 0.484 -6.159
C -1.869 -0.680 -7.069
N -1.261 -1.659 -6.555
C 0.384 0.173 -1.857
O 1.099 1.137 -1.905
C 0.647 -0.958 -0.914
C 1.904 -1.466 -0.743
B 3.119 -0.880 -1.620
N 3.244 -1.395 -2.958
O 4.026 0.098 -1.140
C 2.069 -2.522 0.207
B 3.535 -3.077 0.424
C 4.029 -4.318 -0.404
O 4.346 -2.334 1.350
C 1.000 -3.048 0.895
C 1.156 -4.196 1.852
C 0.715 -3.922 3.303
O 1.657 -3.078 3.945
C 0.781 -5.302 4.004
N -0.536 -5.956 4.033
C -0.263 -2.497 0.669
O -1.373 -2.939 1.319
C -1.865 -4.206 0.850
C -3.384 -4.262 1.085
C -3.681 -5.436 2.053
C -0.437 -1.470 -0.223
C -1.777 -0.854 -0.529
O -2.614 -0.666 0.303
H -3.519 -4.922 -5.161
H -2.820 -3.592 -6.055
H -4.381 -4.172 -6.548
H -5.415 -3.381 -4.505
H -3.839 -2.941 -3.818
H -5.641 -1.574 -5.777
H -3.988 -1.592 -6.319
H 1.053 -0.688 -6.409
H 0.349 0.769 -7.220
H 2.038 0.726 -6.662
H 1.280 3.064 -3.746
H -0.255 3.324 -4.640
H 1.330 3.162 -5.474
H -3.290 0.713 -6.406
H -1.615 1.343 -6.370
H -2.100 -0.647 -8.134
H -1.054 -2.355 -7.272
H 2.454 -1.976 -3.209
H 4.104 -1.911 -3.111
H 4.082 0.742 -1.867
H 3.356 -4.537 -1.229
H 4.073 -5.192 0.251
H 5.018 -4.103 -0.839
H 4.116 -1.403 1.192
H 0.554 -5.013 1.452
H 2.184 -4.575 1.902
H -0.279 -3.493 3.333
H 2.550 -3.340 3.706
H 1.235 -5.202 4.992
H 1.451 -5.963 3.449
H -0.964 -5.916 4.944
H -0.427 -6.914 3.738
H -1.425 -4.975 1.479
H -1.608 -4.388 -0.293
H -3.724 -3.362 1.592
H -3.937 -4.461 0.169
H -4.740 -5.526 2.276
H -3.098 -5.243 2.955
H -3.271 -6.361 1.647
Be -5.319 -6.152 -6.417
C 5.494 3.505 1.642
F 4.931 2.278 1.618
F 4.503 4.393 1.579
F 6.084 3.642 2.834
S 6.687 3.729 0.267
O 5.892 3.537 -0.917
O 7.696 2.660 0.532
O 7.203 5.055 0.444
Br 7.132 0.770 -0.709
Mg 5.428 -1.518 -0.430
Cl -0.445 -5.512 -1.115
C -3.501 2.473 -1.418
S -3.708 4.244 -1.217
O -3.243 4.886 -2.477
C -2.404 4.453 0.001
H -4.203 2.131 -2.177
H -2.481 2.257 -1.740
H -3.714 1.970 -0.474
H -1.456 4.106 -0.411
H -2.655 3.891 0.901
H -2.332 5.511 0.242
C 2.800 2.541 5.448
C 1.651 3.077 4.611
O 0.369 2.658 5.044
C -0.260 3.357 6.110
O -0.301 4.653 5.967
C 0.326 2.975 7.518
F 0.631 1.663 7.550
F -0.581 3.187 8.478
F 1.425 3.645 7.866
H 2.645 1.506 5.752
H 3.733 2.600 4.887
H 2.927 3.137 6.348
H 1.752 2.671 3.603
H 1.707 4.164 4.504
H -1.244 2.835 6.139
C 3.358 6.852 6.660
C 3.602 7.156 8.219
O 4.396 8.163 8.231
H 4.284 6.602 6.150
H 2.677 5.992 6.577
H 2.901 7.696 6.152
H 3.952 6.194 8.640
H 2.579 7.273 8.633
O 2.431 -1.044 7.548
V 1.079 -1.665 8.334
O -0.224 -2.372 9.132
C -5.865 5.368 -4.596
O -5.906 4.510 -5.740
H -6.326 6.315 -4.867
H -6.423 4.919 -3.770
H -4.833 5.540 -4.290
H -5.497 3.679 -5.486

19
Properties=species:S:1:pos:R:3 method="wB97M-V/def2-TZVPD" total_charge=+1 homo_lumo_gap_ev=8.7335 lumo_energy_ev=-4.30 e_above_lowest_kcal_mol=99.1 multiplicity=1
C 0.397 -0.281 0.264
C -0.851 -0.470 -2.314
C -1.704 -0.532 1.635
C 2.388 0.877 -0.594
C -0.164 -0.702 1.523
N 1.498 0.398 0.383
S -1.213 1.096 -2.426
H 0.187 -0.646 -0.728
H -1.708 -1.113 -2.539
H -2.033 -0.541 2.603
H -2.143 -1.364 1.095
H -2.059 0.373 1.164
H 3.406 0.784 -0.312
H 2.220 0.285 -1.517
H 2.187 1.953 -1.010
H 0.058 -1.823 1.611
H 0.235 -0.090 2.277
H 1.882 0.571 1.317
H -2.584 1.224 -2.433

19
Properties=species:S:1:pos:R:3 method="wB97M-V/def2-TZVPD" homo_lumo_gap_ev=9.0682 lumo_energy_ev=0.80 smiles="C/C=C/C(CC)=N/O" e_above_lowest_kcal_mol=144.6 multiplicity=1
C 1.628 -2.745 0.182
C 0.730 -1.513 0.099
C 1.100 -0.249 0.359
C 0.263 0.861 0.324
C -1.313 0.827 0.485
C -1.979 0.742 -0.923
N 0.837 2.049 -0.033
O -0.053 3.053 -0.109
H 1.325 -3.708 0.834
H 2.723 -2.311 0.676
H 1.779 -3.067 -0.863
H -0.126 -1.794 0.047
H 2.234 0.120 0.515
H -1.603 -0.067 1.089
H -1.725 1.831 1.089
H -1.744 -0.138 -1.279
H -1.662 1.568 -1.412
H -2.938 0.602 -0.637
H 0.522 3.940 -0.443

| no. | energy (hartree) |
| --- | --- |
| 1 | -9366.44939 |
| 2 | -650.25679 |
| 3 | -365.00105 |